(1)
{
  "formula": "C3H5NO",
  "method": "the ωB97M-V functional and the def2-TZVPD basis",
  "symbols": ["C", "C", "N", "C", "O", "H", "H", "H", "H", "H"],
  "positions_angstrom": [[0.0929, -2.1840, 0.1672], [-0.3147, -0.9218, 0.3146], [0.1158, 0.0038, -0.6083], [0.1155, 1.3041, -0.3866], [-0.1089, 1.8824, 0.6394], [-0.6426, -2.9463, 0.7031], [1.0595, -2.5980, -0.5359], [-1.1499, -0.4066, 0.9697], [0.9272, -0.2780, -1.3330], [0.5042, 1.9532, -1.2319]],
  "nbo_charge": [-0.48, -0.04, -0.63, 0.53, -0.59, 0.23, 0.22, 0.25, 0.41, 0.10],
  "e_lumo_ev": 0.76,
  "homo_energy_ev": -9.099,
  "spin_multiplicity": 1,
  "orbital_gap_ev": 9.9,
  "smiles": "C=CNC=O",
  "total_charge": 0
}

(2)
{
  "formula": "C3H5NO",
  "method": "the ωB97M-V functional and the def2-TZVPD basis",
  "symbols": ["O", "C", "C", "N", "C", "H", "H", "H", "H", "H"],
  "positions_angstrom": [[2.0808, -0.7076, 0.5446], [1.0559, -0.2931, 0.0797], [0.1817, 1.0174, 0.2823], [-1.0156, 0.1828, 0.1614], [-0.3272, -0.8597, -0.6018], [0.1658, 1.6260, 1.1966], [0.2527, 1.6826, -0.5899], [-1.2011, -0.2094, 1.0843], [-0.8466, -1.8265, -0.4820], [-0.3465, -0.6124, -1.6753]],
  "nbo_charge": [-0.50, 0.59, -0.35, -0.59, -0.35, 0.22, 0.21, 0.35, 0.22, 0.20],
  "e_lumo_ev": 0.99,
  "homo_energy_ev": -9.792,
  "spin_multiplicity": 1,
  "orbital_gap_ev": 10.8,
  "smiles": "O=C1CNC1",
  "total_charge": 0
}

(3)
{
  "formula": "C3H5NO",
  "method": "the ωB97M-V functional and the def2-TZVPD basis",
  "symbols": ["C", "C", "N", "C", "O", "H", "H", "H", "H", "H"],
  "positions_angstrom": [[-0.2987, -1.4360, -1.7389], [-0.4000, -0.4528, -0.8439], [0.4579, -0.3049, 0.2901], [0.4091, 0.6548, 1.2180], [-0.2404, 1.6935, 1.0991], [-0.9424, -1.5500, -2.6186], [0.3743, -2.2581, -1.6399], [-1.1450, 0.3686, -0.8835], [1.0926, -1.0600, 0.4477], [1.0754, 0.4900, 2.0594]],
  "nbo_charge": [-0.46, -0.01, -0.61, 0.52, -0.60, 0.22, 0.19, 0.23, 0.39, 0.12],
  "e_lumo_ev": 0.87,
  "homo_energy_ev": -9.247,
  "spin_multiplicity": 1,
  "orbital_gap_ev": 10.1,
  "smiles": "C=CNC=O",
  "total_charge": 0
}

(4)
{
  "formula": "C3H5NO",
  "method": "the ωB97M-V functional and the def2-TZVPD basis",
  "symbols": ["C", "C", "N", "C", "O", "H", "H", "H", "H", "H"],
  "positions_angstrom": [[-1.7479, -0.2842, -0.0093], [-0.4295, -0.4537, -0.2121], [0.3628, 0.5620, -0.1210], [1.6608, 0.2390, 0.1046], [2.1290, -0.7767, -0.0802], [-2.3776, -1.1089, 0.2557], [-2.0415, 0.7775, 0.1849], [0.0688, -1.4305, 0.0686], [0.0451, 1.3951, -0.3063], [2.3299, 1.0803, 0.1150]],
  "nbo_charge": [-0.48, -0.01, -0.61, 0.54, -0.55, 0.21, 0.18, 0.23, 0.39, 0.10],
  "e_lumo_ev": 0.93,
  "homo_energy_ev": -8.627,
  "spin_multiplicity": 1,
  "orbital_gap_ev": 9.6,
  "smiles": "C=CNC=O",
  "total_charge": 0
}

What should be chosen as the least stable of them? Choose (4).

(1)
{
  "formula": "C3H5NO",
  "method": "the ωB97M-V functional and the def2-TZVPD basis",
  "symbols": ["C", "C", "N", "C", "O", "H", "H", "H", "H", "H"],
  "positions_angstrom": [[0.4524, -1.9637, 0.4741], [-0.3714, -1.1257, -0.1048], [-0.9852, -0.1594, -0.5487], [-0.2476, 1.0569, -0.0740], [-0.7230, 2.2658, -0.5472], [0.3073, -2.2263, 1.5156], [1.3176, -2.3277, -0.0677], [-0.3506, 1.0631, 1.0138], [0.8046, 0.9001, -0.3427], [-0.2039, 2.5169, -1.3183]],
  "nbo_charge": [-0.64, 0.40, -0.44, 0.08, -0.69, 0.24, 0.24, 0.17, 0.15, 0.47],
  "e_lumo_ev": 0.82,
  "homo_energy_ev": -9.351,
  "spin_multiplicity": 1,
  "orbital_gap_ev": 10.2,
  "smiles": "C=C=NCO",
  "total_charge": 0
}

(2)
{
  "formula": "C3H5NO",
  "method": "the ωB97M-V functional and the def2-TZVPD basis",
  "symbols": ["N", "C", "C", "O", "C", "H", "H", "H", "H", "H"],
  "positions_angstrom": [[1.0883, -0.4123, 1.5210], [0.4722, -0.2103, 0.4417], [-0.6987, 0.7515, 0.1116], [-0.9334, -0.0498, -1.0522], [0.3087, -0.7625, -0.9352], [0.4920, 0.2866, 1.9608], [-1.6017, 0.8393, 0.7498], [-0.3821, 1.7841, -0.1312], [1.0663, -0.3832, -1.6292], [0.1885, -1.8434, -1.0371]],
  "nbo_charge": [-0.56, 0.26, -0.16, -0.52, -0.13, 0.34, 0.19, 0.18, 0.19, 0.21],
  "e_lumo_ev": 0.97,
  "homo_energy_ev": -10.224,
  "spin_multiplicity": 1,
  "orbital_gap_ev": 11.2,
  "smiles": "N=C1COC1",
  "total_charge": 0
}

What should be chosen as the least stable of them? Choose (2).

(1)
{
  "formula": "C3H5NO",
  "method": "the ωB97M-V functional and the def2-TZVPD basis",
  "symbols": ["O", "C", "C", "C", "N", "H", "H", "H", "H", "H"],
  "positions_angstrom": [[2.1291, 0.0488, -0.0874], [1.0055, 0.0207, 0.3086], [-0.2002, -0.0645, -0.4819], [-1.3827, 0.6514, 0.0006], [-1.4069, -0.7206, 0.0823], [0.8159, 0.1980, 1.3675], [0.0447, -0.4078, -1.5051], [-1.4719, 1.0758, 1.0630], [-2.0197, 1.2145, -0.6804], [-1.0894, -1.0721, 0.9138]],
  "nbo_charge": [-0.51, 0.41, -0.23, -0.22, -0.54, 0.08, 0.23, 0.20, 0.21, 0.35],
  "e_lumo_ev": 0.96,
  "homo_energy_ev": -10.088,
  "spin_multiplicity": 1,
  "orbital_gap_ev": 11.0,
  "smiles": "O=C[C@@H]1CN1",
  "total_charge": 0
}

(2)
{
  "formula": "C3H5NO",
  "method": "the ωB97M-V functional and the def2-TZVPD basis",
  "symbols": ["C", "C", "N", "H", "H", "H", "C", "O", "H", "H"],
  "positions_angstrom": [[0.4102, 0.3557, -1.7544], [0.8873, 0.0604, -0.5769], [1.9358, 0.1242, -1.6351], [-0.1780, 0.2466, -2.6045], [0.7924, -0.1533, 0.4550], [2.3393, 1.0716, -1.4977], [-1.5294, -0.3756, 1.9779], [-2.5911, 0.1338, 2.2048], [-1.2657, -1.4279, 2.3120], [-0.8007, -0.0355, 1.1188]],
  "nbo_charge": [-0.08, -0.06, -0.61, 0.23, 0.21, 0.31, 0.28, -0.48, 0.10, 0.10],
  "e_lumo_ev": 0.48,
  "homo_energy_ev": -8.840,
  "spin_multiplicity": 1,
  "orbital_gap_ev": 9.3,
  "smiles": "C1=CN1.C=O",
  "total_charge": 0
}

(3)
{
  "formula": "C3H5NO",
  "method": "the ωB97M-V functional and the def2-TZVPD basis",
  "symbols": ["C", "C", "C", "N", "O", "H", "H", "H", "H", "H"],
  "positions_angstrom": [[-0.9397, -0.9683, -0.3242], [-1.5024, 0.0777, 0.2978], [1.4807, 0.2788, 0.0521], [0.2704, 0.4180, -0.7560], [-0.7290, 1.1318, 0.0608], [-1.1570, -1.8665, -0.8916], [-2.4612, 0.0835, 0.9625], [1.2506, -0.1390, 1.1190], [2.0822, -0.3564, -0.7419], [1.7053, 1.3405, 0.2213]],
  "nbo_charge": [-0.20, 0.10, -0.47, -0.12, -0.39, 0.23, 0.21, 0.19, 0.23, 0.21],
  "e_lumo_ev": 1.13,
  "homo_energy_ev": -9.263,
  "spin_multiplicity": 1,
  "orbital_gap_ev": 10.4,
  "total_charge": 0
}

(4)
{
  "formula": "C3H5NO",
  "method": "the ωB97M-V functional and the def2-TZVPD basis",
  "symbols": ["H", "N", "C", "C", "C", "O", "H", "H", "H", "H"],
  "positions_angstrom": [[-2.8442, 0.0547, 0.4464], [-2.1165, -0.0459, -0.1980], [-1.0215, 0.2391, 0.4146], [0.2709, 0.5074, -0.3943], [1.3834, -0.5822, -0.1422], [1.4134, 0.7570, 0.3032], [-0.6940, 0.3071, 1.4467], [0.3558, 0.8333, -1.4681], [1.1661, -1.3450, 0.6055], [2.0865, -0.7254, -1.0138]],
  "nbo_charge": [0.34, -0.60, 0.11, 0.01, -0.12, -0.49, 0.17, 0.20, 0.19, 0.20],
  "e_lumo_ev": 0.96,
  "homo_energy_ev": -9.956,
  "spin_multiplicity": 1,
  "orbital_gap_ev": 10.9,
  "smiles": "[H]/N=C/[C@@H]1CO1",
  "total_charge": 0
}

What should be chosen as the least stable of them? Choose (3).

(1)
{
  "formula": "C3H5NO",
  "method": "the ωB97M-V functional and the def2-TZVPD basis",
  "symbols": ["C", "O", "C", "C", "N", "H", "H", "H", "H", "H"],
  "positions_angstrom": [[0.6469, 0.7972, -0.9981], [-0.0975, -0.4285, -0.6940], [-0.1829, -0.9305, 0.6443], [-1.2509, -0.2625, 1.5167], [-2.0249, 0.6312, 1.8338], [1.7634, 0.9187, -0.6521], [0.4536, 0.5959, -2.2405], [0.0253, 1.6470, -0.7841], [0.8877, -0.9366, 1.1849], [-0.2206, -2.0320, 0.1892]],
  "nbo_charge": [-0.28, -0.55, -0.20, 0.23, -0.29, 0.20, 0.21, 0.19, 0.22, 0.27],
  "e_lumo_ev": 0.68,
  "homo_energy_ev": -10.885,
  "spin_multiplicity": 1,
  "orbital_gap_ev": 11.6,
  "smiles": "COCC#N",
  "total_charge": 0
}

(2)
{
  "formula": "C3H5NO",
  "method": "the ωB97M-V functional and the def2-TZVPD basis",
  "symbols": ["N", "C", "C", "C", "O", "H", "H", "H", "H", "H"],
  "positions_angstrom": [[2.5058, -0.8649, -0.5798], [1.6192, -0.1574, -0.3507], [0.4821, 0.7005, -0.0039], [-0.7218, -0.1000, 0.5421], [-1.6678, -0.3982, -0.4561], [0.8272, 1.4397, 0.7269], [0.1527, 1.2492, -0.8926], [-1.2471, 0.5106, 1.2806], [-0.3644, -1.0059, 1.0511], [-1.3039, -1.0773, -1.0375]],
  "nbo_charge": [-0.33, 0.28, -0.55, -0.05, -0.71, 0.25, 0.26, 0.19, 0.18, 0.47],
  "e_lumo_ev": 0.74,
  "homo_energy_ev": -11.051,
  "spin_multiplicity": 1,
  "orbital_gap_ev": 11.8,
  "smiles": "N#CCCO",
  "total_charge": 0
}

What should be chosen as the least stable of them? Choose (1).

(1)
{
  "formula": "C3H5NO",
  "method": "the ωB97M-V functional and the def2-TZVPD basis",
  "symbols": ["C", "C", "C", "H", "H", "H", "H", "H", "N", "O"],
  "positions_angstrom": [[0.4914, 0.6197, -0.4112], [0.4313, -0.6789, 0.0084], [-0.7478, -1.1322, 0.7639], [1.4539, 2.6610, -0.4609], [2.3170, 0.9510, -1.2751], [-0.3823, 1.1511, -0.1805], [1.2143, -1.3518, -0.0073], [-0.8463, -2.1438, 1.1951], [1.3785, 1.3694, -1.0332], [-1.8069, -0.4632, 0.7242]],
  "nbo_charge": [0.10, -0.46, 0.37, 0.40, 0.39, 0.21, 0.20, 0.14, -0.75, -0.59],
  "e_lumo_ev": -0.29,
  "homo_energy_ev": -8.640,
  "spin_multiplicity": 1,
  "orbital_gap_ev": 8.4,
  "total_charge": 0
}

(2)
{
  "formula": "C3H5NO",
  "method": "the ωB97M-V functional and the def2-TZVPD basis",
  "symbols": ["O", "C", "C", "C", "N", "H", "H", "H", "H", "H"],
  "positions_angstrom": [[-1.1181, -1.7354, 0.5246], [-0.8430, -0.5933, 0.1665], [0.4891, 0.0011, 0.2525], [0.5078, 1.4820, 0.1090], [1.0260, 0.6262, -0.9649], [-1.5503, 0.0599, -0.3691], [1.1823, -0.4838, 0.8973], [-0.4046, 2.0432, -0.0087], [1.2956, 2.0364, 0.5787], [0.3169, 0.5065, -1.7084]],
  "nbo_charge": [-0.51, 0.41, -0.20, -0.25, -0.53, 0.10, 0.22, 0.20, 0.21, 0.35],
  "e_lumo_ev": 0.76,
  "homo_energy_ev": -10.195,
  "spin_multiplicity": 1,
  "orbital_gap_ev": 10.9,
  "smiles": "O=C[C@@H]1CN1",
  "total_charge": 0
}

(3)
{
  "formula": "C3H5NO",
  "method": "the ωB97M-V functional and the def2-TZVPD basis",
  "symbols": ["C", "N", "C", "C", "O", "H", "H", "H", "H", "H"],
  "positions_angstrom": [[1.3534, 1.3211, 0.0063], [0.1124, 0.9976, 0.0236], [-1.0663, 0.2597, -0.0318], [-0.5762, -1.2197, -0.0444], [-2.3083, 0.3306, -0.1255], [2.0111, 1.1635, 0.8886], [1.7653, 1.7237, -0.8902], [-1.2278, -1.7271, 0.7484], [0.4865, -1.0805, 0.4142], [-0.5501, -1.7690, -0.9892]],
  "nbo_charge": [0.02, -0.44, 0.66, -0.67, -0.58, 0.17, 0.17, 0.24, 0.19, 0.24],
  "e_lumo_ev": 0.10,
  "homo_energy_ev": -9.727,
  "spin_multiplicity": 1,
  "orbital_gap_ev": 9.8,
  "smiles": "C=NC(C)=O",
  "total_charge": 0
}

(4)
{
  "formula": "C3H5NO",
  "method": "the ωB97M-V functional and the def2-TZVPD basis",
  "symbols": ["C", "C", "O", "N", "C", "H", "H", "H", "H", "H"],
  "positions_angstrom": [[0.2556, -0.9865, 1.4690], [-0.6053, -0.4235, 0.6032], [-0.6532, 0.9081, 0.4888], [-0.2484, 1.4896, -0.6697], [0.2380, 0.8542, -1.6590], [0.4022, -2.0351, 1.7970], [0.8284, -0.1915, 1.9793], [-1.2556, -1.0023, 0.0569], [0.5528, 1.5374, -2.5484], [0.4855, -0.1504, -1.5170]],
  "nbo_charge": [-0.44, 0.08, -0.35, -0.09, -0.20, 0.22, 0.21, 0.17, 0.22, 0.18],
  "e_lumo_ev": 1.09,
  "homo_energy_ev": -9.848,
  "spin_multiplicity": 1,
  "orbital_gap_ev": 10.9,
  "smiles": "C=CON=C",
  "total_charge": 0
}

What should be chosen as the least stable of them? Choose (4).